Here is C4H14N2O as an isolated structure from the Open Molecules 2025 dataset. Energies are from the ωB97M-V functional and the def2-TZVPD basis.

Output
- LUMO level: -0.353 eV
- ΔE to the lowest compared entry with this formula, charge and spin: 108.2 kcal per mole
- HOMO energy: -6.8 eV
- Kohn-Sham gap: 0.235 Ha

The geometry in XYZ format:
```
21
Properties=species:S:1:pos:R:3:mulliken_charge:R:1
O -0.571 -1.562 0.463 -0.713
N 3.132 1.128 -0.307 -0.367
N -3.078 1.112 -0.062 -0.644
C 1.755 0.387 -0.456 -0.387
C 1.854 -1.067 -0.255 -1.120
C -1.796 0.558 0.393 -0.080
C -1.787 -0.967 0.254 -0.591
H -2.499 -1.340 1.005 0.289
H 1.423 0.659 -1.457 0.221
H 1.109 0.921 0.251 0.269
H 3.063 2.132 -0.486 0.362
H -3.113 2.118 0.008 0.211
H 2.069 -1.591 -1.181 0.295
H 2.529 -1.344 0.561 0.379
H -3.836 0.735 0.486 0.218
H 3.783 0.723 -0.972 0.380
H -0.983 0.976 -0.206 0.134
H 0.536 -1.340 0.131 0.325
H 3.499 0.947 0.620 0.355
H -1.586 0.781 1.445 0.152
H -2.207 -1.204 -0.733 0.313
```

=====

Here is one molecule with the formula C4H9N from the Open Molecules 2025 dataset. Energies are from the ωB97M-V functional and the def2-TZVPD basis.

Output
- LUMO level (spin up / spin down): 0.354 / 0.119 eV
- ΔE to the lowest compared entry with this formula, charge and spin: 139.2 kcal per mole
- HOMO energy (spin up / spin down): -5.7 / -5.5 eV
- Kohn-Sham gap (spin up / spin down): 0.224 / 0.205 Ha

The geometry in XYZ format:
```
14
Properties=species:S:1:pos:R:3:mulliken_charge:R:1
N -1.103 0.863 -1.314 -0.603
C -0.834 -0.822 -1.191 -0.330
C 0.759 -0.578 0.677 -0.508
C 0.438 -0.380 -0.638 -0.229
C 0.702 0.451 1.754 -1.014
H -1.601 1.178 -0.485 0.267
H -1.546 -1.249 -0.488 0.352
H 1.184 -1.535 0.976 0.338
H -0.592 1.459 -1.964 0.262
H -0.783 -1.272 -2.181 0.290
H 0.389 1.419 1.350 0.306
H 1.669 0.570 2.255 0.298
H 1.252 -0.267 -1.350 0.328
H 0.064 0.164 2.598 0.241
```

=====

Here is one molecule with the formula C5H7N from the Open Molecules 2025 dataset. Energies are from the ωB97M-V functional and the def2-TZVPD basis.

Output
- LUMO level (spin up / spin down): 0.213 / 0.316 eV
- ΔE to the lowest compared entry with this formula, charge and spin: 111.9 kcal per mole
- HOMO energy (spin up / spin down): -7.6 / -7.6 eV
- Kohn-Sham gap (spin up / spin down): 0.288 / 0.291 Ha

The geometry in XYZ format:
```
13
Properties=species:S:1:pos:R:3:mulliken_charge:R:1
N -1.751 0.060 -0.289 -0.327
C -0.834 1.072 0.363 -0.042
C -0.986 -0.451 0.695 0.053
C 0.362 1.161 -0.335 -0.889
C 0.158 -1.300 0.211 -0.829
C 1.112 -0.115 -0.155 -0.169
H 1.414 0.002 0.953 0.244
H -0.099 -2.006 -0.594 0.303
H 0.921 2.085 -0.477 0.331
H 0.671 -1.882 0.979 0.318
H 1.797 -0.318 -1.005 0.312
H -1.454 -0.183 -1.253 0.284
H -1.309 1.874 0.908 0.410
```

=====

Here is one molecule with the formula C5H7N from the Open Molecules 2025 dataset. Energies are from the ωB97M-V functional and the def2-TZVPD basis.

Output
- LUMO level: 0.405 eV
- ΔE to the lowest compared entry with this formula, charge and spin: 87.9 kcal per mole
- HOMO energy: -7.3 eV
- Kohn-Sham gap: 0.283 Ha

The geometry in XYZ format:
```
13
Properties=species:S:1:pos:R:3:mulliken_charge:R:1
N -0.314 0.199 -0.011 0.142
C 0.518 -0.885 0.380 -0.304
C 0.496 1.201 -0.386 -0.035
C -1.759 0.154 -0.102 -0.829
C 1.897 0.977 -0.244 -0.726
C 1.881 -0.255 0.374 -0.453
H -2.077 -0.285 -1.052 0.298
H 0.006 2.085 -0.802 0.324
H -2.174 -0.435 0.722 0.295
H -2.151 1.172 -0.026 0.313
H 2.719 -0.915 0.603 0.362
H 0.088 -1.606 1.081 0.398
H 0.871 -1.405 -0.538 0.216
```

=====

Here is a 20-piece molecular cluster, C38H105N2O21 overall from the Open Molecules 2025 dataset. Energies are from the ωB97M-V functional and the def2-TZVPD basis.

Output
- LUMO level (spin up / spin down): 0.292 / 0.291 eV
- HOMO energy (spin up / spin down): -8.0 / -8.1 eV
- ⟨S²⟩: 0.754
- Multiplicity: 2
- Kohn-Sham gap (spin up / spin down): 0.305 / 0.308 Ha

The geometry in XYZ format:
```
166
Properties=species:S:1:pos:R:3:mulliken_charge:R:1
O 7.453 2.148 -1.070 -0.503
O 0.863 0.537 6.064 -0.364
O -2.432 1.973 -2.078 -0.192
O -2.097 -0.916 5.391 -0.351
O 2.211 -5.078 -1.569 -0.264
O -0.161 5.513 2.509 -0.555
O -0.796 -6.500 -3.379 -0.402
O 1.740 1.049 -6.838 -0.506
O 2.847 -1.465 -2.820 -0.461
O -0.661 -9.368 -6.846 -0.458
O -0.360 -4.941 -0.218 -0.312
O -8.119 1.178 -3.700 -0.560
O -9.069 -0.162 -0.667 -0.440
O -1.344 -1.457 -2.270 -0.480
O 4.746 -3.813 3.330 -0.427
O -6.011 -0.145 0.387 -0.496
O -0.543 6.436 -0.332 -0.478
O 2.473 4.913 0.997 -0.523
O 2.930 -1.608 2.951 -0.892
O -4.148 4.275 -5.401 -0.457
O -4.827 1.938 2.135 -0.337
N 3.883 -0.875 2.496 1.311
N 4.237 4.733 2.365 0.232
C 4.140 0.315 3.331 1.529
C -5.307 1.683 3.443 -0.685
C 2.691 -6.073 -2.464 -0.695
C 3.827 -0.075 4.779 -2.110
C 3.786 -0.648 1.041 2.694
C -2.475 -2.166 5.960 -0.640
C -0.785 2.920 0.399 -1.071
C -1.623 2.523 1.424 -1.086
C 1.152 2.038 1.564 1.926
C 6.488 2.869 -1.832 -0.393
C -9.449 -1.191 -1.583 -0.700
C 0.318 0.398 7.369 -0.720
C 1.716 -0.770 -3.348 -0.274
C -7.078 2.005 -3.185 -0.153
C -1.939 6.453 -0.575 -0.427
C 2.723 0.412 0.697 -2.279
C -5.327 4.012 -6.156 -0.578
C -1.955 -9.700 -7.342 -0.538
C 5.152 -0.370 0.367 -1.716
C 3.317 -1.991 0.441 -2.875
C -3.433 2.685 -2.802 -0.496
C -0.441 5.444 3.898 -0.646
C 0.299 1.660 2.587 -0.927
C 5.579 4.156 2.411 -1.079
C -1.395 -1.871 -0.885 0.341
C 0.571 2.669 0.464 -0.409
C -6.298 -1.537 0.468 -0.634
C -1.348 -5.967 -0.211 -0.622
C -0.366 -7.500 -4.305 -0.567
C 4.380 -5.171 3.514 -0.664
C 3.616 4.912 3.684 -0.665
C 5.620 0.711 3.321 -2.312
C 2.589 2.185 -6.695 -0.543
C 3.466 2.797 0.834 -1.530
C 3.347 4.197 1.404 -1.017
C -1.066 1.878 2.513 -1.234
C 3.239 1.543 3.001 -0.594
C 2.644 1.705 1.585 3.044
H -1.474 5.751 4.044 0.290
H -5.430 2.944 -6.367 0.267
H 4.050 -5.625 2.574 0.219
H -6.509 -1.930 -0.528 0.202
H 6.154 4.536 1.575 0.270
H 2.533 2.831 -7.575 0.304
H 3.492 -2.015 -0.623 0.327
H 6.208 -0.143 3.643 0.374
H 1.162 3.004 -0.370 0.350
H 3.862 2.407 3.167 -0.847
H -0.887 -2.826 -0.758 -0.088
H 4.493 2.455 0.767 0.727
H -1.170 3.425 -0.465 0.934
H -2.676 2.725 1.356 0.574
H -3.975 3.307 -2.091 0.274
H -6.176 4.336 -5.560 0.182
H 4.246 0.687 5.430 0.464
H 0.667 1.143 3.456 0.406
H -1.711 1.542 3.310 0.643
H 5.968 3.548 -1.160 0.038
H -2.089 -2.193 6.976 0.222
H -5.325 4.566 -7.098 0.312
H -6.174 1.784 -3.748 -0.019
H -2.048 -3.000 5.397 0.296
H 3.871 -2.792 0.920 0.815
H -3.562 -2.270 5.992 0.270
H -0.421 6.236 0.605 0.322
H 0.742 5.214 2.350 0.325
H 2.491 1.602 3.775 0.271
H 1.273 -0.216 -2.526 0.051
H -8.915 1.373 -3.198 0.284
H -0.491 -7.157 -5.332 0.264
H -3.397 3.989 -5.928 0.279
H -2.091 6.675 -1.629 0.220
H -2.392 5.482 -0.350 0.127
H -0.977 -8.384 -4.155 0.215
H -4.893 2.441 4.104 0.265
H -9.730 -0.127 0.030 0.252
H 4.050 4.249 4.427 0.282
H 3.967 -3.336 3.012 0.294
H 2.245 2.742 -5.827 0.209
H -9.492 -2.163 -1.085 0.328
H 5.966 1.059 2.357 0.383
H -2.216 -9.082 -8.206 0.270
H -2.292 -5.519 -0.511 0.236
H -8.701 -1.223 -2.369 0.276
H 3.256 -1.989 -3.513 0.222
H 2.553 -5.766 -3.506 0.297
H -6.399 1.739 3.483 0.305
H -5.424 -2.037 0.879 0.297
H 0.682 -7.761 -4.135 0.236
H -2.434 -0.887 4.490 0.224
H 2.713 -4.271 -1.721 0.199
H 1.992 -0.078 -4.148 0.195
H 3.582 -5.267 4.257 0.266
H -2.436 7.225 0.022 0.268
H 3.627 1.883 -6.534 0.248
H 6.983 3.449 -2.615 0.359
H 0.542 -0.591 7.778 0.307
H -1.459 -6.398 0.790 0.282
H 1.763 -0.084 0.695 0.530
H -0.253 -5.719 -3.513 0.227
H -10.422 -0.966 -2.025 0.315
H -7.159 -1.706 1.120 0.285
H 0.212 6.113 4.466 0.295
H 2.766 -0.065 4.940 0.760
H 0.448 -0.141 5.519 0.153
H -6.799 0.275 0.019 0.186
H -2.011 -10.754 -7.623 0.264
H -0.765 0.542 7.335 0.215
H 3.749 -6.285 -2.291 0.350
H -5.188 1.263 1.546 0.360
H 5.309 -1.085 -0.429 0.612
H 5.983 -0.499 1.045 0.308
H -0.321 4.421 4.266 0.157
H 6.064 4.471 3.327 0.377
H -6.895 1.795 -2.128 0.139
H 2.116 -6.979 -2.286 0.166
H -1.085 -6.753 -0.920 0.207
H -2.669 -9.509 -6.545 0.212
H 3.076 2.853 -0.171 0.878
H 2.544 4.772 3.640 0.090
H -0.026 -9.535 -7.548 0.268
H -2.992 3.320 -3.562 0.289
H 5.256 -5.707 3.871 0.235
H 5.764 2.179 -2.277 0.204
H 5.750 1.476 4.074 0.577
H 5.146 0.603 -0.108 0.061
H -4.988 0.696 3.797 0.224
H 2.899 0.711 -0.331 0.182
H 0.989 -1.492 -3.719 0.259
H 7.905 1.550 -1.671 0.286
H 4.240 -1.043 5.035 0.341
H -0.896 -1.113 -0.287 -0.144
H -1.790 -2.126 -2.794 0.233
H 5.611 3.075 2.382 0.368
H -2.432 -1.954 -0.557 0.158
H -1.957 1.420 -2.712 0.132
H 2.269 -2.180 0.629 0.429
H -7.320 3.064 -3.306 0.302
H -4.135 1.988 -3.273 0.062
H 3.772 5.931 4.029 0.325
H 2.041 0.555 -7.605 0.291
H 0.479 -5.333 0.038 0.174
H 0.756 1.152 8.020 0.250
```

=====

Values for electronic energy, Ha, ordered as above
-345.4038, -212.3293, -249.2949, -249.3332, -3199.9816
Values for max |F|, eV Å⁻¹, ordered as above
1.05, 3.89, 2.32, 0.99, 1.83